(1)
The following is a DFT calculation (the ωB97M-V functional and the def2-TZVPD basis) of a structure of composition C29H31LiN3O4SSb2 at a distorted geometry.

The calculation puts the HOMO-LUMO gap at 3.7828 eV. Its spin multiplicity is 1. The calculation puts the relative energy (zero: lowest compared OMol25 entry of this formula, charge and spin) at 161.6 kJ/mol. As for the charge: -1. For the HOMO energy, the calculation gives -2.065 eV.

Element x y z (Å)
Li -2.01 -2.67 0.82
O -3.98 -0.13 -1.92
C -3.51 -0.83 -0.95
O -2.52 -1.66 -1.09
C -4.10 -0.66 0.42
C -5.28 0.04 0.81
C -5.54 0.09 2.19
C -4.67 -0.50 3.10
C -3.57 -1.27 2.63
N -3.37 -1.33 1.33
C -2.65 -2.20 3.40
O -2.77 -2.32 4.63
O -1.71 -2.70 2.68
H -5.90 0.54 0.07
H -6.42 0.66 2.52
H -4.86 -0.41 4.17
C -3.98 -2.31 -4.08
Sb -2.83 -0.54 -3.66
C -3.94 0.75 -5.02
C -0.43 0.96 -5.03
C 0.57 -0.01 -5.25
C 0.32 -1.00 -6.24
C 1.26 -2.06 -6.37
C 2.29 -2.26 -5.44
C 2.52 -1.24 -4.47
C 1.81 -0.06 -4.44
C 2.23 1.14 -3.73
Sb 1.52 0.98 -1.47
C 3.42 1.26 -0.52
C 1.06 -1.11 -1.24
H -4.98 -2.11 -4.49
H -4.02 -2.97 -3.25
H -3.41 -2.79 -4.91
H -4.97 0.36 -5.05
H -3.42 0.68 -5.92
H -3.87 1.82 -4.70
H -0.39 1.69 -4.22
H -1.28 1.10 -5.69
H -0.52 -0.81 -6.90
H 1.21 -2.66 -7.26
H 2.91 -3.13 -5.49
H 3.35 -1.34 -3.78
H 1.67 2.01 -4.07
H 3.33 1.27 -3.69
H 4.27 0.77 -1.11
H 3.38 0.98 0.54
H 3.61 2.35 -0.52
H 2.03 -1.60 -1.46
H 0.26 -1.42 -1.91
H 0.83 -1.31 -0.21
S 1.42 0.86 6.38
C 1.23 1.03 4.68
C 0.28 0.18 4.04
C 0.29 0.11 2.62
N 1.09 0.82 1.83
C 1.87 1.75 2.44
C 1.95 1.92 3.83
C 3.10 1.33 6.61
C 4.10 0.90 5.74
C 5.39 1.42 5.86
N 5.73 2.14 6.90
C 4.78 2.45 7.83
C 3.43 2.09 7.70
H -0.31 -0.54 4.58
H -0.26 -0.70 2.20
H 2.57 2.33 1.82
H 2.52 2.72 4.24
H 3.93 0.32 4.81
H 6.17 1.19 5.12
H 5.13 3.08 8.63
H 2.67 2.53 8.36

(2)
The following is a DFT calculation (the ωB97M-V functional and the def2-TZVPD basis) of a structure of composition C29H31N11Ru at a distorted geometry.

The calculation puts the HOMO-LUMO gap (spin up / spin down) at 6.6854 / 7.2359 eV. Its spin multiplicity is 2. As for the charge: +3. For the HOMO energy (spin up / spin down), the calculation gives -17.238 / -17.235 eV.

Element x y z (Å)
Ru 0.00 0.32 0.02
C -0.65 -2.75 1.13
C 0.25 -2.32 2.29
C -0.29 -1.12 3.01
C -0.32 -1.07 4.41
C -0.87 0.04 5.03
C -1.40 1.06 4.25
C -1.32 0.94 2.88
N -0.77 -0.11 2.28
N -0.20 -2.22 -0.16
C 1.06 -2.86 -0.58
C 2.27 -1.97 -0.52
C 3.55 -2.50 -0.68
C 4.64 -1.65 -0.74
C 4.42 -0.28 -0.65
C 3.13 0.17 -0.45
N 2.09 -0.66 -0.37
C -1.25 -2.43 -1.17
C -2.47 -1.58 -0.91
C -3.73 -2.02 -1.30
C -4.83 -1.20 -1.06
C -4.64 0.01 -0.42
C -3.34 0.38 -0.07
N -2.29 -0.39 -0.33
H -0.68 -3.85 1.09
H -1.67 -2.40 1.32
H 0.36 -3.14 3.00
H 1.25 -2.09 1.90
H 0.07 -1.89 4.98
H -0.92 0.10 6.11
H -1.88 1.92 4.70
H -1.73 1.71 2.23
H 1.25 -3.76 0.03
H 0.98 -3.22 -1.61
H 3.68 -3.57 -0.77
H 5.63 -2.04 -0.87
H 5.23 0.43 -0.73
H 2.92 1.24 -0.37
H -0.85 -2.16 -2.16
H -1.55 -3.48 -1.20
H -3.85 -2.98 -1.76
H -5.82 -1.52 -1.36
H -5.47 0.66 -0.19
H -3.16 1.32 0.43
N -0.62 4.89 -0.41
C -1.02 3.67 -0.81
N -0.35 2.75 -0.14
C 0.47 3.48 0.68
N 0.31 4.78 0.52
C 1.38 2.90 1.64
C 2.14 3.71 2.50
N 2.93 3.16 3.39
C 3.03 1.86 3.48
C 2.29 1.04 2.62
N 1.47 1.57 1.71
H -0.93 5.81 -0.70
H -1.77 3.49 -1.55
H 2.09 4.79 2.45
H 3.69 1.45 4.23
H 2.36 -0.03 2.67
C -1.36 0.32 -5.75
N -0.58 0.29 -4.54
C 0.77 0.12 -4.48
C 1.12 0.22 -3.17
N 0.00 0.43 -2.42
C -1.00 0.48 -3.28
H -0.75 -0.03 -6.58
H -1.69 1.34 -5.96
H -2.24 -0.32 -5.65
H 1.38 -0.05 -5.35
H 2.10 0.17 -2.75
H -2.04 0.64 -3.03

(3)
The following is a DFT calculation (the ωB97M-V functional and the def2-TZVPD basis) of an isolated molecule of C29H31N3O6.

The calculation puts the HOMO-LUMO gap at 8.0829 eV. Its spin multiplicity is 1. The calculation puts the relative energy (zero: lowest compared OMol25 entry of this formula, charge and spin) at 11.5 kJ/mol. The SMILES is CCOC(=O)C[C@@H](NC(=O)c1cccc2c1C(=O)N(Cc1cccnc1)C2)c1ccc(OCC)c(OC)c1. For the HOMO energy, the calculation gives -7.823 eV.

Element x y z (Å)
C -5.33 -0.49 1.39
C -4.38 -0.10 2.51
O -3.18 -0.87 2.44
C -2.10 -0.29 1.93
O -2.01 0.88 1.64
C -0.98 -1.29 1.73
C -1.01 -1.76 0.25
N -0.93 -0.60 -0.61
C -2.05 -0.01 -1.05
O -3.15 -0.55 -1.04
C -1.92 1.39 -1.60
C -3.03 1.85 -2.30
C -3.14 3.14 -2.77
C -2.13 4.06 -2.51
C -1.02 3.62 -1.81
C -0.88 2.30 -1.38
C 0.44 2.20 -0.71
O 1.02 1.23 -0.25
N 0.99 3.43 -0.75
C 2.24 3.76 -0.12
C 2.07 4.66 1.07
C 2.89 5.76 1.28
C 2.68 6.55 2.41
C 1.65 6.20 3.27
N 0.87 5.16 3.08
C 1.07 4.41 2.01
C 0.17 4.42 -1.39
C 0.12 -2.72 -0.01
C 1.43 -2.28 -0.05
C 2.47 -3.17 -0.28
C 2.21 -4.52 -0.46
O 3.15 -5.49 -0.66
C 4.50 -5.14 -0.84
C 4.78 -4.56 -2.23
C 0.88 -4.98 -0.41
O 0.71 -6.32 -0.60
C -0.60 -6.83 -0.57
C -0.15 -4.07 -0.19
H -4.82 -0.40 0.43
H -5.64 -1.53 1.51
H -6.20 0.15 1.40
H -4.81 -0.30 3.49
H -4.12 0.97 2.44
H -1.12 -2.14 2.39
H -0.03 -0.81 1.92
H -1.98 -2.24 0.05
H -0.09 -0.04 -0.51
H -3.84 1.14 -2.46
H -4.02 3.45 -3.31
H -2.21 5.09 -2.83
H 2.69 2.81 0.19
H 2.91 4.24 -0.86
H 3.67 5.99 0.58
H 3.30 7.41 2.60
H 1.45 6.79 4.16
H 0.40 3.56 1.90
H -0.11 5.23 -0.70
H 0.69 4.87 -2.24
H 1.66 -1.23 0.09
H 3.48 -2.80 -0.30
H 5.04 -6.08 -0.72
H 4.83 -4.44 -0.06
H 4.22 -3.64 -2.39
H 5.84 -4.36 -2.34
H 4.47 -5.28 -2.99
H -1.08 -6.67 0.40
H -0.50 -7.90 -0.75
H -1.22 -6.40 -1.36
H -1.17 -4.40 -0.16

(4)
The following is a DFT calculation (the ωB97M-V functional and the def2-TZVPD basis) of an isolated molecule of C29H31N7O2 at a distorted geometry.

The calculation puts the HOMO-LUMO gap at 8.1514 eV. Its spin multiplicity is 1. The calculation puts the relative energy (zero: lowest compared OMol25 entry of this formula, charge and spin) at 21.1 kJ/mol. The SMILES is Cc1cc2cc([C@@H](c3nnnn3C3CCCC3)N(Cc3cccnc3)Cc3ccco3)c(=O)[nH]c2cc1C. For the HOMO energy, the calculation gives -8.151 eV.

Element x y z (Å)
C 5.93 2.04 -1.94
C 4.52 1.57 -2.14
C 3.62 1.58 -1.09
C 2.31 1.13 -1.25
C 1.38 1.03 -0.17
C 0.14 0.53 -0.34
C -0.73 0.28 0.88
C -2.09 -0.28 0.56
N -2.39 -1.56 0.47
N -3.70 -1.63 0.30
N -4.22 -0.49 0.29
N -3.25 0.42 0.46
C -3.60 1.82 0.42
C -3.28 2.58 1.72
C -2.73 3.93 1.26
C -1.99 3.61 -0.04
C -2.91 2.59 -0.72
N 0.04 -0.52 1.83
C 0.36 -1.88 1.38
C 1.55 -1.90 0.46
C 2.81 -1.52 0.91
C 3.88 -1.56 0.03
C 3.64 -1.96 -1.28
N 2.45 -2.33 -1.71
C 1.44 -2.30 -0.86
C -0.49 -0.47 3.19
C -1.81 -1.15 3.39
C -3.06 -0.65 3.64
C -3.93 -1.77 3.68
C -3.15 -2.85 3.46
O -1.87 -2.49 3.30
C -0.35 0.20 -1.67
O -1.50 -0.10 -1.95
N 0.60 0.28 -2.67
C 1.89 0.69 -2.51
C 2.79 0.68 -3.57
C 4.09 1.11 -3.40
C 5.05 1.07 -4.55
H 6.08 2.36 -0.91
H 6.63 1.23 -2.16
H 6.16 2.87 -2.61
H 3.94 1.92 -0.12
H 1.72 1.30 0.82
H -0.88 1.25 1.37
H -4.68 1.79 0.26
H -2.52 2.04 2.30
H -4.16 2.69 2.35
H -3.56 4.61 1.05
H -2.08 4.39 2.01
H -1.02 3.17 0.18
H -1.84 4.49 -0.65
H -3.66 3.11 -1.31
H -2.38 1.91 -1.38
H -0.50 -2.35 0.90
H 0.61 -2.46 2.27
H 2.95 -1.21 1.93
H 4.87 -1.28 0.34
H 4.44 -1.99 -2.01
H 0.48 -2.62 -1.26
H -0.59 0.58 3.48
H 0.26 -0.94 3.84
H -3.33 0.38 3.78
H -4.99 -1.75 3.84
H -3.38 -3.90 3.39
H 0.29 -0.03 -3.58
H 2.46 0.32 -4.54
H 5.43 2.07 -4.76
H 4.57 0.69 -5.44
H 5.91 0.44 -4.32